Entry 1:
{
  "formula": "C5H14N",
  "method": "ωB97M-V with the def2-TZVPD basis set",
  "elements": ["C", "C", "H", "H", "H", "H", "H", "H", "C", "C", "C", "N", "H", "H", "H", "H", "H", "H", "H", "H"],
  "coordinates": [[-0.59586, 2.38297, -0.51254], [0.72682, 1.85385, -1.08485], [-0.83787, 1.87154, 0.43247], [-1.47179, 2.19078, -1.18119], [-0.59984, 3.45543, -0.27340], [0.61675, 0.90920, -1.60579], [1.14030, 2.58741, -1.82670], [1.48371, 1.70272, -0.28198], [0.60940, -0.48941, 1.40840], [-0.22065, -1.24309, 0.45609], [-1.21736, -0.95991, -0.41388], [0.15845, -2.71888, 0.40045], [0.18475, 0.51698, 1.58787], [0.80239, -0.96878, 2.39113], [1.55102, -0.34499, 0.86089], [-1.85641, -1.67918, -0.85587], [-1.26276, 0.12823, -0.71142], [-0.24475, -3.23758, 1.21265], [1.19737, -2.78243, 0.45048], [-0.16367, -3.17486, -0.45281]],
  "nbo_charge": [-0.624, -0.625, 0.180, 0.211, 0.239, 0.193, 0.236, 0.199, -0.702, 0.154, -0.368, -0.710, 0.279, 0.256, 0.248, 0.226, 0.264, 0.446, 0.448, 0.450],
  "de_lowest_kj_mol": 162.4,
  "lumo_energy_ev": -3.8,
  "orbital_gap_ev": 10.78,
  "total_charge": 1
}



Entry 2:
{
  "formula": "C32H29N9O2S2Sn",
  "method": "ωB97M-V with the def2-TZVPD basis set",
  "elements": ["Sn", "N", "C", "C", "C", "C", "C", "C", "S", "O", "O", "N", "C", "N", "C", "C", "C", "N", "H", "H", "H", "H", "H", "H", "H", "H", "H", "C", "C", "C", "C", "C", "C", "N", "N", "C", "C", "C", "C", "C", "C", "H", "H", "H", "H", "H", "H", "H", "H", "H", "N", "C", "C", "C", "C", "C", "C", "H", "H", "H", "H", "H", "C", "N", "C", "C", "N", "C", "S", "H", "H", "H", "H", "H", "H"],
  "coordinates": [[-0.75563, -0.03432, 0.27934], [4.72331, -5.22756, -2.84399], [4.11695, -4.03843, -2.46938], [4.88218, -2.96740, -2.00240], [4.28305, -1.76513, -1.67654], [2.91152, -1.61884, -1.81862], [2.13653, -2.67392, -2.28633], [2.73379, -3.87564, -2.60931], [2.14583, -0.10006, -1.37896], [3.16062, 0.90994, -1.32345], [1.02380, 0.11267, -2.27346], [1.40693, -0.36251, 0.04146], [2.06138, -0.43687, 1.24804], [1.21566, -0.46414, 2.28711], [1.75886, -0.49149, 3.49311], [3.13125, -0.51391, 3.68294], [3.90472, -0.53428, 2.53593], [3.39000, -0.50297, 1.31111], [5.63227, -5.40380, -2.44996], [4.13255, -6.04193, -2.85719], [5.95453, -3.08186, -1.89774], [4.86600, -0.93505, -1.30223], [1.06861, -2.54593, -2.41326], [2.13254, -4.69464, -2.98615], [1.07083, -0.49897, 4.33129], [3.57041, -0.52733, 4.66882], [4.98707, -0.57949, 2.59453], [-6.45527, 2.19425, 1.36159], [-6.68267, 0.87680, 0.98093], [-5.62914, -0.01760, 0.90478], [-4.34324, 0.42124, 1.20899], [-4.10120, 1.73969, 1.57045], [-5.16888, 2.62159, 1.65621], [-3.21610, -0.45418, 1.12447], [-3.47340, -1.65461, 1.27764], [-2.35433, -2.53069, 1.11130], [-2.60273, -3.85686, 1.43950], [-1.59201, -4.79591, 1.31169], [-0.34628, -4.39527, 0.85110], [-0.11182, -3.06357, 0.52614], [-1.11233, -2.10805, 0.63894], [-7.28379, 2.88882, 1.41892], [-7.68531, 0.54973, 0.73759], [-5.78717, -1.04333, 0.60285], [-3.07512, 2.03120, 1.76922], [-4.99278, 3.64878, 1.94888], [-3.58987, -4.12397, 1.79431], [-1.77228, -5.83032, 1.57281], [0.45431, -5.11711, 0.74699], [0.87505, -2.77527, 0.18776], [-0.96910, 1.68423, 1.18701], [0.00861, 2.62214, 1.43061], [-0.23356, 3.52707, 2.49724], [0.63905, 4.55200, 2.80091], [1.81366, 4.73650, 2.07211], [2.07902, 3.86299, 1.03032], [1.19713, 2.83778, 0.70812], [-1.13357, 3.38243, 3.08378], [0.40727, 5.21396, 3.62785], [2.49884, 5.53744, 2.31692], [2.98561, 3.96525, 0.44476], [1.44872, 2.19802, -0.12719], [-0.90492, 1.24559, -4.60542], [-0.99108, 2.11538, -3.44282], [-0.46826, 3.39244, -3.33387], [-0.63929, 3.78548, -2.05339], [-1.27836, 2.75362, -1.40608], [-1.46496, 1.73435, -2.25044], [-2.17893, 0.22064, -1.83921], [-0.47195, 1.81311, -5.42436], [-1.89615, 0.89766, -4.88695], [-0.26524, 0.39920, -4.36421], [-0.00712, 3.88766, -4.16858], [-0.34747, 4.68323, -1.54101], [-1.42716, 2.64033, -0.38388]],
  "mulliken_charge": [1.484, -0.569, 1.098, -0.816, -0.331, -0.469, -0.395, -0.961, 1.470, -0.704, -0.608, -0.469, 0.584, -0.312, -0.297, -0.715, -0.356, -0.510, 0.221, 0.221, 0.294, 0.470, 0.533, 0.316, 0.451, 0.406, 0.450, -0.369, -0.626, -0.368, -0.097, -0.061, -0.683, 0.770, -0.768, -0.202, -0.324, -0.606, -0.952, -0.613, 0.799, 0.382, 0.363, 0.432, 0.319, 0.407, 0.474, 0.371, 0.448, 0.478, -0.185, 0.082, -0.722, -0.451, -0.604, -1.168, 0.655, 0.403, 0.380, 0.401, 0.487, 0.325, -0.780, 0.235, -0.232, -0.671, 0.229, 0.191, -0.581, 0.322, 0.317, 0.247, 0.451, 0.510, 0.102],
  "de_lowest_kj_mol": 121.5,
  "lumo_energy_ev": -0.4,
  "orbital_gap_ev": 6.15
}



Entry 3:
{
  "formula": "C18H54MnN2O14S",
  "method": "ωB97M-V with the def2-TZVPD basis set",
  "elements": ["Mn", "S", "O", "O", "O", "O", "C", "O", "C", "C", "N", "C", "C", "O", "C", "H", "H", "H", "H", "H", "H", "H", "H", "H", "H", "H", "H", "H", "H", "H", "C", "O", "C", "C", "N", "C", "C", "O", "C", "H", "H", "H", "H", "H", "H", "H", "H", "H", "H", "H", "H", "H", "H", "H", "C", "O", "H", "H", "H", "H", "C", "O", "H", "H", "H", "H", "C", "O", "H", "H", "H", "H", "C", "O", "H", "H", "H", "H", "C", "O", "H", "H", "H", "H", "C", "O", "H", "H", "H", "H"],
  "coordinates": [[0.06697, -0.46122, 1.85950], [-0.05581, -0.41641, -0.76096], [0.87039, 0.20833, 0.12424], [0.53674, -1.61689, -1.35367], [-1.06390, -0.75756, 0.28074], [-0.60802, 0.56515, -1.68231], [1.34664, 4.67968, 0.89376], [-0.01963, 5.11058, 0.70984], [-0.68373, 5.17601, -0.54235], [-0.79650, 3.82283, -1.22752], [-1.48974, 2.79466, -0.45468], [-2.93273, 3.00998, -0.27737], [-3.53870, 1.75564, 0.36162], [-4.91614, 1.84922, 0.59757], [-5.36106, 2.60516, 1.73822], [1.69766, 4.84219, 1.91282], [2.02742, 5.28278, 0.29299], [1.49262, 3.64388, 0.58731], [-0.20603, 5.87686, -1.22697], [-1.63619, 5.66396, -0.33538], [0.17990, 3.40818, -1.47813], [-1.30643, 3.89290, -2.18833], [-1.34425, 1.91553, -0.93013], [-3.49662, 3.15283, -1.19918], [-3.10249, 3.87552, 0.36303], [-3.00032, 1.48394, 1.26960], [-3.36784, 0.92247, -0.32010], [-6.43045, 2.49841, 1.92017], [-5.16393, 3.67697, 1.71680], [-4.68525, 2.30263, 2.53813], [2.99873, -6.38636, 1.43695], [2.25295, -5.24871, 1.94109], [1.23825, -4.91255, 0.95129], [0.47207, -3.70948, 1.52555], [1.16259, -2.41325, 1.65333], [2.11530, -2.42661, 2.81833], [2.75444, -1.11128, 2.96878], [1.83289, 0.00909, 2.99907], [2.53898, 1.32613, 3.14428], [3.77117, -6.73917, 2.12029], [3.46317, -6.07327, 0.50188], [2.32300, -7.21512, 1.22563], [0.50317, -5.70430, 0.80673], [1.70823, -4.61699, 0.01329], [0.13111, -3.94392, 2.53395], [-0.45507, -3.55308, 0.97414], [1.78296, -2.43507, 0.85660], [2.94055, -3.12067, 2.65914], [1.59220, -2.53704, 3.76821], [3.35463, -1.00700, 2.06490], [3.41660, -1.01712, 3.82947], [3.00395, 1.47276, 2.16939], [3.35474, 1.41530, 3.86170], [1.84966, 2.16917, 3.19131], [-1.21683, 0.23521, -4.93077], [-0.85503, 1.32042, -4.06859], [-0.46803, -0.55675, -4.91704], [-2.17677, -0.07576, -4.51856], [-1.27754, 0.61849, -5.94935], [-0.76752, 0.93847, -3.19220], [-3.61111, -1.58934, -1.78005], [-3.65721, -1.98847, -0.45723], [-4.14603, -0.64443, -1.87546], [-2.58038, -1.45342, -2.10750], [-4.09855, -2.32206, -2.42319], [-3.09406, -1.36826, 0.01160], [3.99362, -1.26804, -0.78061], [3.06610, -2.39100, -0.60204], [4.01262, -1.27445, -1.87043], [3.57066, -0.38362, -0.30415], [4.96715, -1.60128, -0.42103], [2.30476, -2.03994, -1.06970], [-0.96167, 2.62261, 3.04013], [-0.51796, 1.83659, 1.94770], [-0.15367, 3.02309, 3.65238], [-1.53026, 3.50513, 2.74694], [-1.56371, 2.08356, 3.77163], [-0.76228, 2.30311, 1.14504], [-1.05839, -3.94380, -2.59163], [-0.45072, -2.89745, -3.39389], [-0.90769, -4.88032, -3.12857], [-0.54961, -3.98821, -1.62868], [-2.11658, -3.81676, -2.36319], [-0.11504, -2.30673, -2.71568], [2.31227, 1.53997, -2.44107], [2.62264, 1.86853, -1.07996], [2.05682, 0.49248, -2.60107], [1.45478, 2.11726, -2.78682], [3.18768, 1.81908, -3.02746], [1.96868, 1.48063, -0.49389]],
  "mulliken_spin": [4.795, -0.042, -0.037, 0.011, 0.183, 0.016, 0.001, 0.000, 0.000, 0.000, -0.002, 0.000, -0.001, 0.000, 0.000, 0.000, 0.000, 0.000, 0.000, 0.000, 0.000, 0.000, -0.001, -0.001, 0.000, 0.006, -0.001, 0.000, 0.000, 0.000, 0.000, -0.001, 0.003, 0.037, -0.031, -0.005, 0.015, 0.042, 0.007, 0.000, 0.000, 0.000, 0.000, -0.001, -0.003, 0.009, 0.030, 0.002, -0.016, -0.001, 0.002, 0.001, 0.000, -0.002, 0.000, 0.000, 0.000, 0.000, 0.000, -0.002, -0.002, 0.000, 0.000, 0.002, 0.000, -0.001, 0.001, -0.001, 0.000, -0.002, 0.000, -0.001, 0.008, -0.026, 0.001, 0.000, -0.004, 0.010, 0.000, 0.000, 0.000, 0.000, 0.000, 0.000, -0.004, -0.001, 0.000, 0.000, 0.000, 0.006],
  "lumo_energy_ev": [-0.4, -0.8],
  "orbital_gap_ev": [8.46, 8.05],
  "s2": 8.75,
  "spin_multiplicity": 6
}



Entry 4:
{
  "formula": "C24H27ClN4O4S2SbV",
  "method": "ωB97M-V with the def2-TZVPD basis set",
  "elements": ["V", "S", "C", "C", "N", "C", "S", "C", "N", "O", "C", "O", "C", "C", "Cl", "N", "N", "C", "C", "O", "O", "C", "C", "C", "C", "C", "C", "H", "H", "H", "H", "H", "H", "C", "C", "C", "Sb", "C", "C", "C", "C", "C", "C", "H", "H", "H", "H", "H", "H", "H", "H", "H", "H", "H", "H", "H", "H", "H", "H", "H", "H", "H", "H", "H"],
  "coordinates": [[-0.47188, 0.34546, 0.30363], [-2.72174, -0.19238, 0.50330], [-2.53714, -1.65069, -0.43924], [-3.47712, -2.70586, -0.18446], [-4.24219, -3.53096, 0.04798], [-1.58846, -1.79988, -1.40507], [-0.45096, -0.54640, -1.83269], [-1.52146, -3.01106, -2.17347], [-1.47411, -3.96572, -2.81124], [1.15311, -4.02007, 0.94986], [2.48013, -4.00127, 0.98705], [3.11736, -5.01237, 1.10233], [3.17374, -2.67345, 0.91583], [4.53569, -2.54511, 0.73182], [5.73111, -3.70767, 0.43725], [4.83035, -1.21792, 0.72668], [3.74794, -0.46589, 0.90830], [2.74681, -1.32132, 1.03702], [1.40612, -0.75725, 1.24383], [0.35888, -1.46824, 1.20626], [1.24303, 0.51173, 1.35872], [6.10132, -0.58370, 0.52581], [7.16732, -0.90339, 1.34977], [8.38273, -0.26686, 1.15264], [8.51717, 0.68236, 0.14901], [7.43545, 0.99922, -0.66028], [6.21690, 0.36307, -0.47668], [0.76309, -3.12049, 0.87481], [7.04038, -1.63447, 2.13578], [9.22202, -0.50937, 1.79038], [9.46642, 1.17878, -0.00241], [7.53979, 1.74070, -1.44056], [5.36237, 0.59686, -1.09722], [1.48039, 4.06389, -1.82796], [0.87813, 4.23613, -0.43688], [1.87396, 3.85367, 0.65760], [-0.87421, 3.03038, -0.20221], [-2.23877, 3.60690, -1.74618], [-2.33203, 5.11788, -1.92012], [-1.93667, 2.88942, -3.05809], [-1.82401, 3.84684, 1.54697], [-1.43636, 5.29340, 1.83676], [-1.55087, 2.94877, 2.75218], [2.37388, 4.68587, -1.92896], [0.79099, 4.34704, -2.62308], [1.78433, 3.02755, -2.00354], [0.56794, 5.27475, -0.29994], [2.17093, 2.80519, 0.58210], [1.46781, 4.00350, 1.66026], [2.77681, 4.46475, 0.57363], [-3.18735, 3.22471, -1.35759], [-1.38377, 5.54000, -2.26368], [-2.61562, 5.62938, -1.00249], [-3.08486, 5.35801, -2.67598], [-0.96448, 3.17490, -3.46311], [-2.68926, 3.15450, -3.80557], [-1.94220, 1.80491, -2.93911], [-2.88866, 3.79330, 1.30052], [-0.37946, 5.37137, 2.10494], [-2.01159, 5.67109, 2.68672], [-1.61190, 5.96175, 0.99594], [-0.48133, 2.86444, 2.96067], [-1.94314, 1.93830, 2.61280], [-2.02706, 3.35768, 3.64747]],
  "mulliken_spin": [2.247, -0.110, -0.001, 0.009, 0.004, 0.011, -0.111, 0.014, 0.001, 0.000, 0.000, 0.000, 0.003, 0.000, 0.000, 0.000, 0.001, -0.011, 0.002, -0.004, -0.006, 0.000, 0.000, 0.000, 0.000, 0.000, 0.000, 0.001, 0.000, 0.000, 0.000, 0.000, 0.000, -0.005, -0.008, 0.004, -0.058, 0.001, -0.002, -0.002, -0.006, -0.002, 0.018, 0.000, 0.000, 0.000, -0.001, 0.002, 0.000, 0.000, -0.001, 0.000, 0.000, -0.001, 0.000, 0.000, 0.002, 0.000, 0.000, 0.000, 0.000, 0.001, 0.002, 0.001],
  "lumo_energy_ev": [-1.4, -0.6],
  "orbital_gap_ev": [7.52, 8.20],
  "s2": 2.06,
  "spin_multiplicity": 3
}



Entry 5:
{
  "formula": "C18H27ClMnNO4P2",
  "method": "ωB97M-V with the def2-TZVPD basis set",
  "elements": ["Mn", "P", "C", "C", "N", "C", "C", "C", "C", "C", "P", "H", "H", "H", "H", "H", "H", "H", "H", "O", "H", "H", "O", "H", "C", "H", "H", "H", "C", "H", "H", "H", "C", "H", "H", "H", "C", "H", "H", "H", "Cl", "C", "C", "C", "C", "C", "C", "C", "O", "O", "H", "H", "H", "H"],
  "coordinates": [[-0.54895, -0.44122, -0.74418], [0.97477, 0.51143, -2.32614], [0.81680, -0.83733, -3.47371], [0.54462, -2.13496, -2.99406], [0.10092, -2.24323, -1.67246], [0.19887, -3.41167, -1.01980], [0.49515, -4.59183, -1.70029], [0.75789, -4.55562, -3.07171], [0.78238, -3.33029, -3.71471], [0.02219, -3.39864, 0.48718], [-0.91150, -1.93166, 1.06694], [1.04054, -3.23560, -4.76758], [0.52522, -5.51924, -1.13524], [0.92069, -5.48157, -3.62871], [-0.47460, -4.31802, 0.83362], [1.01797, -3.33640, 0.96938], [-3.83043, -0.09529, -1.69036], [1.19582, -0.73971, -4.49342], [-6.24804, 1.29775, 1.47436], [-3.03328, -0.60120, -1.85173], [-3.29071, -1.27617, -2.50676], [-0.68016, 0.96027, 0.40335], [-5.64031, 0.74033, 0.99376], [-4.86173, 1.31011, 0.84829], [-2.62167, -2.53877, 1.13363], [-2.78047, -3.18296, 2.00943], [-3.30568, -1.67845, 1.17411], [-2.83769, -3.10628, 0.21708], [-0.29438, -1.57708, 2.73405], [-0.74231, -0.62943, 3.07026], [-0.54614, -2.37501, 3.45046], [0.79707, -1.43775, 2.69514], [2.73224, 0.81673, -1.98769], [3.13765, 1.56700, -2.68167], [2.84312, 1.17150, -0.95509], [3.29461, -0.11765, -2.10542], [0.39051, 2.00077, -3.18592], [0.39443, 2.82941, -2.46515], [1.05857, 2.21838, -4.02949], [-0.63203, 1.82101, -3.54025], [2.45676, 6.56426, 4.47746], [1.93174, 5.13451, 3.70152], [2.86562, 4.14317, 3.36347], [2.44843, 3.01235, 2.66454], [1.10698, 2.88964, 2.28091], [0.16561, 3.85700, 2.64753], [0.58090, 4.98243, 3.35887], [0.71928, 1.73219, 1.45592], [1.47214, 0.79770, 1.14265], [-0.55444, 1.79917, 1.01050], [3.90433, 4.26290, 3.64907], [3.14721, 2.22097, 2.39813], [-0.88151, 3.73313, 2.37682], [-0.12499, 5.74892, 3.65309]],
  "mulliken_spin": [5.096, 0.051, 0.042, -0.013, -0.026, 0.024, 0.009, -0.004, 0.008, -0.005, 0.020, 0.002, 0.004, -0.001, -0.003, 0.000, 0.005, 0.002, 0.000, 0.012, 0.000, -0.169, 0.000, 0.000, 0.010, 0.001, -0.005, 0.001, 0.002, 0.003, -0.001, 0.000, -0.011, 0.000, 0.004, 0.001, 0.000, 0.005, 0.000, 0.004, 0.000, -0.001, 0.000, 0.000, 0.041, -0.005, 0.000, -0.056, 0.009, -0.057, 0.000, 0.001, 0.001, 0.000],
  "de_lowest_kj_mol": 76.4,
  "lumo_energy_ev": [-3.0, -3.6],
  "orbital_gap_ev": [6.31, 5.76],
  "s2": 8.77,
  "total_charge": 1,
  "spin_multiplicity": 6
}



Entry 6:
{
  "formula": "H9HfO6",
  "method": "ωB97M-V with the def2-TZVPD basis set",
  "elements": ["Hf", "O", "H", "O", "H", "O", "H", "O", "H", "H", "O", "H", "H", "O", "H", "H"],
  "coordinates": [[2.68990, -20.78066, 23.13371], [3.98988, -20.43602, 24.52225], [4.72557, -20.57089, 25.11463], [1.76678, -22.24410, 24.01782], [0.97164, -22.76830, 24.28122], [1.44212, -20.86020, 21.64376], [0.56168, -21.28975, 21.55083], [-1.00464, -21.71398, 24.40373], [-1.49980, -21.08884, 24.90208], [-0.14877, -21.70902, 24.77549], [4.25493, -21.96909, 22.39036], [5.07956, -21.53032, 22.18883], [4.14341, -22.77371, 21.83548], [-1.59427, -22.25501, 21.66852], [-1.20977, -22.18352, 22.49933], [-2.52924, -22.46608, 21.81275]],
  "mulliken_charge": [1.889, -0.685, 0.306, -0.744, 0.353, -0.725, 0.348, -0.579, 0.305, 0.260, -0.503, 0.376, 0.371, -0.615, 0.333, 0.310],
  "de_lowest_kj_mol": 237.7,
  "lumo_energy_ev": -4.9,
  "orbital_gap_ev": 9.14,
  "total_charge": 1
}



Question: Number 5 is which compound?
Answer: C18H27ClMnNO4P2